# 1
Below is a cluster of 3 separate species, C21H44ClN4O in total, with properties calculated with the ωB97M-V functional and the def2-TZVPD basis.

XYZ file:
```
71
Properties=species:S:1:pos:R:3:forces:R:3:mulliken_charge:R:1
C 0.381 -4.834 2.121 0.0185 -0.0213 -0.0558 -1.291
C 0.200 -5.844 0.979 0.0190 0.0144 0.0622 -0.025
C -0.732 -5.322 -0.120 -0.0130 0.0584 0.0917 0.046
C -0.698 -6.131 -1.424 -0.0070 0.0612 0.0335 -0.495
C 0.305 -5.639 -2.478 -0.0089 -0.2081 -0.0131 -1.393
N 1.623 -5.259 -1.945 0.0792 0.0418 -0.1659 0.061
C 2.033 -3.884 -1.619 0.0633 0.0693 0.2202 -0.148
C 1.445 -2.798 -2.510 0.2046 0.0005 -0.1617 0.258
O 2.078 -2.206 -3.313 -0.0789 -0.1002 -0.0029 -0.446
Cl -0.235 -2.383 -2.186 -0.1300 0.1344 -0.0252 -0.137
C 2.494 -6.212 -1.657 -0.0011 0.2005 0.0076 0.504
N 3.724 -6.014 -1.126 -0.0158 -0.3093 0.0636 -0.516
C 4.241 -7.219 -1.005 0.1438 0.2852 -0.0269 -0.109
N 3.418 -8.168 -1.433 -0.1001 -0.1449 -0.0017 -0.247
N 2.279 -7.532 -1.849 0.1139 -0.0320 -0.0116 0.170
H 0.581 -5.329 3.073 0.0117 0.0413 -0.0916 0.410
H 1.219 -4.159 1.923 -0.1273 -0.0020 0.0023 0.302
H -0.514 -4.218 2.241 0.0539 -0.0896 0.0486 0.242
H 1.182 -6.089 0.558 -0.0174 -0.0309 0.0640 -0.114
H -0.203 -6.783 1.374 0.0024 0.0425 -0.0848 0.483
H -1.754 -5.338 0.271 0.0922 0.0491 -0.0209 0.584
H -0.509 -4.267 -0.313 -0.0486 -0.1478 -0.0440 -0.482
H -1.681 -6.104 -1.902 0.0968 -0.0627 -0.0121 0.409
H -0.507 -7.185 -1.185 -0.0519 0.0588 0.0210 0.269
H -0.091 -4.790 -3.028 0.0252 -0.0232 0.0993 0.620
H 0.483 -6.419 -3.229 -0.0808 0.1493 -0.0158 0.504
H 1.795 -3.650 -0.576 -0.0482 -0.0311 -0.0803 0.130
H 3.110 -3.811 -1.758 -0.0839 -0.0336 0.0648 0.509
H 5.226 -7.442 -0.617 -0.0936 0.0111 -0.0308 0.464
H 3.529 -9.169 -1.475 -0.0442 0.0255 -0.0023 0.217
H 1.483 -8.029 -2.215 0.0147 -0.0193 0.0445 0.252
C -0.494 -1.208 1.319 -0.0171 0.0393 -0.0641 -0.948
C -0.496 0.099 0.531 0.0341 -0.0254 0.0409 -0.223
C 0.192 1.250 1.264 0.0008 0.0148 0.0120 -0.763
C -0.448 1.634 2.600 0.0035 -0.0090 0.0046 -0.844
C -1.927 2.010 2.516 0.0232 0.0254 -0.0261 -0.469
C -2.193 3.206 1.608 -0.0652 -0.0399 0.0476 -1.079
H -1.034 -1.107 2.261 0.0102 -0.0137 0.0196 0.369
H -0.972 -2.012 0.755 0.0051 -0.0017 0.0035 0.204
H 0.529 -1.519 1.554 -0.0072 0.0049 0.0261 0.252
H -1.525 0.375 0.285 -0.0009 0.0106 -0.0028 0.269
H 0.013 -0.052 -0.425 -0.0120 0.0031 -0.0160 0.213
H 0.216 2.122 0.605 -0.0003 0.0055 0.0074 0.243
H 1.238 0.982 1.443 0.0013 -0.0064 -0.0063 0.408
H 0.109 2.480 3.014 -0.0081 0.0035 0.0086 0.436
H -0.326 0.817 3.316 0.0091 -0.0050 -0.0064 0.328
H -2.282 2.237 3.524 -0.0139 -0.0007 -0.0046 0.410
H -2.516 1.154 2.175 0.0108 -0.0187 0.0084 0.255
H -1.633 4.079 1.949 0.0006 0.0139 -0.0169 0.196
H -3.251 3.469 1.606 0.0035 0.0132 -0.0036 0.457
H -1.903 3.006 0.575 0.0067 0.0180 -0.0035 0.263
C 1.043 6.078 -0.901 -0.0074 0.0173 0.0404 -1.391
C -0.071 6.165 0.138 0.0352 -0.0388 -0.0439 0.187
C -1.447 6.442 -0.465 -0.0050 -0.0029 0.0226 -0.551
C -1.561 7.773 -1.212 -0.0048 -0.0095 -0.0168 -0.869
C -1.212 9.005 -0.379 -0.0275 0.0095 0.0146 -0.360
C -2.111 9.194 0.838 0.0375 0.0051 -0.0151 -1.176
H 1.168 7.018 -1.439 -0.0004 -0.0003 -0.0056 0.341
H 1.999 5.840 -0.433 0.0009 -0.0070 -0.0067 0.406
H 0.828 5.299 -1.637 -0.0046 0.0114 -0.0172 0.305
H 0.177 6.932 0.876 -0.0198 0.0049 0.0083 0.265
H -0.118 5.221 0.687 0.0188 0.0033 0.0138 -0.161
H -2.198 6.404 0.330 0.0009 0.0005 -0.0005 0.317
H -1.701 5.631 -1.156 0.0065 -0.0037 0.0011 0.408
H -2.586 7.874 -1.582 -0.0004 0.0104 0.0000 0.390
H -0.923 7.750 -2.099 0.0009 -0.0086 0.0009 0.333
H -1.286 9.888 -1.020 0.0075 0.0041 0.0041 0.382
H -0.168 8.955 -0.058 0.0091 -0.0033 -0.0134 0.222
H -3.159 9.271 0.539 -0.0076 -0.0143 0.0071 0.296
H -1.852 10.103 1.381 -0.0114 0.0036 -0.0009 0.378
H -2.025 8.360 1.537 -0.0011 -0.0009 0.0029 0.268
```
Positions in Å, forces in eV/Å.

Output
LUMO	-3.2	eV
multiplicity	1
charge	+1

# 2
Below is a cluster of 5 separate species, C21H44N2O12P2 in total at a distorted geometry, with properties calculated with the ωB97M-V functional and the def2-TZVPD basis.

XYZ file:
```
81
Properties=species:S:1:pos:R:3:forces:R:3:mulliken_charge:R:1
O -18.775 -22.246 17.408 -0.1597 -0.0257 0.9223 -0.666
H -19.171 -22.999 16.963 -0.5835 -1.2474 -0.4620 0.486
H -17.821 -22.300 17.314 1.5442 -0.3082 0.1731 0.454
H -19.001 -21.483 16.870 -0.8281 2.0212 -0.9370 0.468
C -17.966 -15.290 14.461 -0.4044 0.0385 0.7183 -1.731
C -18.116 -16.186 15.719 -0.0087 -1.8109 0.5395 1.665
C -18.154 -15.401 17.065 0.9274 1.5820 -0.7201 -1.264
C -19.470 -14.705 17.350 0.8463 -0.1885 0.3390 -0.675
C -20.548 -15.738 17.364 -0.8303 0.2464 -1.7797 -1.268
C -20.644 -16.553 15.988 0.9023 -0.4793 1.5207 1.603
N -19.278 -17.133 15.730 -0.1745 -1.0871 -0.4897 0.333
O -19.243 -18.140 14.698 -0.1552 1.7333 1.6895 -0.849
C -21.109 -15.686 14.806 -0.9031 0.4122 0.1629 -1.683
C -21.657 -17.675 16.384 -0.0800 -0.0978 -0.8547 -1.784
C -16.817 -17.022 15.790 0.1817 -0.4703 -0.4844 -1.905
H -16.911 -15.047 14.334 -0.0194 0.2750 0.0066 0.454
H -18.554 -14.384 14.609 0.0784 0.1747 -0.3275 0.332
H -18.293 -15.805 13.557 -0.1035 -0.1559 0.1886 0.327
H -17.423 -14.604 16.929 0.3097 0.3341 -0.2201 0.401
H -17.718 -15.863 17.951 -0.4585 -1.0182 -0.1915 0.458
H -19.543 -13.888 16.633 -0.6933 -0.1874 -0.3370 0.275
H -19.476 -14.193 18.312 0.3289 -0.0076 0.2349 0.384
H -21.487 -15.212 17.535 -0.4466 -0.2184 -0.1009 0.417
H -20.423 -16.433 18.195 0.2485 -0.0727 -0.1064 0.418
H -21.006 -14.610 14.950 0.8972 0.1084 0.2529 0.321
H -22.192 -15.675 14.688 -0.2824 -0.7584 -0.1704 0.426
H -20.635 -15.969 13.866 -0.0923 -0.1792 0.1682 0.292
H -21.435 -18.220 17.302 0.5813 0.2814 0.1291 0.385
H -21.807 -18.459 15.641 0.2144 0.2405 -0.3782 0.335
H -22.632 -17.221 16.563 -0.0997 0.2084 -0.0768 0.417
H -16.857 -17.839 16.510 -0.1122 0.3586 0.4810 0.376
H -15.976 -16.348 15.953 0.0444 0.0827 0.5712 0.460
H -16.514 -17.544 14.883 -0.6388 0.1657 -0.4796 0.352
C -14.290 -20.194 28.304 -0.2179 -0.6212 -0.1176 -0.261
C -14.362 -21.253 27.362 0.5260 1.3457 0.3504 -0.543
C -15.137 -21.101 26.221 -0.7168 0.5542 -0.2336 -0.162
C -15.934 -19.959 26.066 0.7226 1.4169 2.2320 0.130
C -15.837 -18.888 27.048 -1.4314 -1.7285 -1.7221 -0.375
C -15.060 -19.055 28.179 -0.0690 0.0233 -1.1013 -0.411
N -16.880 -19.854 24.938 -0.3034 -0.5080 -2.0985 0.861
O -17.883 -19.147 24.988 1.3654 -0.4815 0.7590 -0.534
O -16.604 -20.533 23.927 -0.1621 0.7982 1.6797 -0.546
H -13.693 -20.119 29.201 0.4524 -1.0695 -0.0565 0.327
H -13.734 -22.131 27.406 0.0292 0.0052 0.3663 0.341
H -15.131 -21.855 25.448 -0.1532 -0.0703 0.0304 0.430
H -16.495 -18.045 26.904 0.0823 0.1696 0.0230 0.380
H -14.988 -18.298 28.945 -0.1275 0.1577 -0.1179 0.363
C -19.844 -29.875 14.201 -0.5209 -0.0351 -0.2136 -0.642
O -21.107 -29.246 13.858 -0.1506 2.0550 -0.2415 -0.304
P -21.150 -27.647 13.535 0.1990 -1.7235 -3.2940 1.055
O -20.406 -26.797 14.454 -0.6991 0.3186 0.3648 -0.651
O -20.532 -27.603 11.984 0.1872 -0.2329 1.2437 -0.321
C -20.364 -26.307 11.416 -0.9550 1.3354 0.2833 -0.773
O -22.684 -27.341 13.122 0.6342 -0.1177 1.2647 -0.307
C -23.399 -28.241 12.265 -0.3155 -1.1623 -0.0901 -0.587
H -19.004 -29.182 14.232 -0.1710 0.0876 -0.1232 0.326
H -19.714 -30.625 13.420 0.3389 -0.0502 0.2672 0.252
H -19.970 -30.328 15.185 0.0454 -0.0547 -0.1459 0.238
H -19.340 -25.969 11.259 0.1044 -0.6320 0.0726 0.296
H -20.845 -25.542 12.025 0.2701 0.0452 0.6259 0.307
H -20.955 -26.136 10.516 0.2638 -0.9215 -0.4881 0.297
H -24.456 -28.294 12.526 0.1040 0.5490 0.3891 0.272
H -23.042 -29.262 12.396 0.2063 0.0694 -0.0299 0.294
H -23.362 -28.016 11.199 0.4815 0.5228 0.1527 0.240
C -10.044 -22.170 17.925 -0.1741 -0.2703 -1.0084 -0.683
O -10.355 -23.563 18.179 -1.4438 -0.4766 1.0297 -0.319
P -11.645 -24.048 19.087 -0.6742 0.5492 -0.8656 1.028
O -13.013 -23.971 18.487 2.1255 0.2848 0.7139 -0.693
O -11.282 -25.539 19.542 0.7653 1.6236 0.2170 -0.286
C -11.690 -26.741 18.938 -0.6267 -0.9326 -0.5514 -0.688
O -11.456 -23.132 20.408 -0.6714 -1.0030 -1.6714 -0.258
C -10.292 -23.263 21.175 1.2283 -0.0968 1.2148 -0.731
H -9.021 -21.981 18.250 -0.2295 0.0434 0.2615 0.261
H -10.760 -21.421 18.265 -0.0262 -0.3951 0.7534 0.322
H -10.081 -22.036 16.844 0.2214 -0.2131 -0.0958 0.291
H -10.852 -27.281 18.496 0.2317 0.2591 0.1462 0.267
H -12.435 -26.616 18.152 -0.0227 0.4161 0.0528 0.319
H -12.141 -27.380 19.696 0.0980 0.1156 0.1147 0.247
H -9.385 -23.662 20.721 -0.3433 -0.2435 -0.8948 0.338
H -10.497 -23.945 22.000 -0.0375 0.3072 0.2648 0.279
H -9.965 -22.278 21.509 -0.4709 0.0373 0.3058 0.302
```
Positions in Å, forces in eV/Å.

Output
LUMO	-1.3	eV
multiplicity	1
charge	0